This record from OMol25 describes a cluster of 3 separate species, C19H21BrF3N4O4 in total. The level of theory is ωB97M-V with the def2-TZVPD basis set.

```
52
Properties=species:S:1:pos:R:3:forces:R:3
C 5.6281 -3.4059 0.9870 0.2 0.0 0.3
C 4.7069 -3.7581 0.1204 -0.4 0.0 -0.5
C 3.2277 -3.7079 0.4188 0.1 -0.1 0.0
C 2.5888 -2.3287 0.2210 0.2 0.1 0.0
F 3.4960 -1.4129 -0.3156 0.0 -0.2 0.0
C 2.0297 -1.6690 1.4646 0.2 0.0 0.1
N 1.1168 -0.5826 0.9189 0.1 -0.1 0.5
F 1.6750 0.6522 1.1498 0.1 0.0 0.0
C 0.8574 -0.8047 -0.5885 -0.5 0.0 -0.6
N 1.4694 0.1679 -1.4443 0.4 -0.3 0.1
C 1.3770 -2.2585 -0.7141 -0.3 0.1 -0.1
F 1.6693 -2.5668 -1.9911 0.2 0.1 0.0
Br -0.0389 -3.4295 -0.0873 0.1 -0.2 0.0
H 6.6781 -3.4860 0.7486 0.1 0.1 0.1
H 5.3441 -3.0412 1.9676 0.2 0.0 0.1
H 4.9898 -4.1058 -0.8656 0.0 0.0 0.0
H 2.7040 -4.4141 -0.2251 0.0 0.0 0.1
H 3.0736 -4.0328 1.4501 -0.1 0.0 0.0
H 2.7761 -1.2093 2.1100 0.0 0.1 -0.2
H 1.4316 -2.3663 2.0420 -0.2 0.1 0.0
H 0.2319 -0.5513 1.4336 -0.1 0.0 -0.1
H -0.2261 -0.7793 -0.7128 0.0 0.0 0.3
H 2.1426 -0.2886 -2.0513 0.0 0.0 0.0
H 1.9989 0.8654 -0.9343 -0.2 0.1 0.0
C 0.9833 4.1748 3.0259 0.0 0.0 0.0
C -0.0041 3.3307 2.5337 0.0 0.1 0.1
C -1.3420 3.6167 2.7511 0.0 -0.1 -0.1
C -1.6633 4.7545 3.4637 0.0 0.0 0.0
C -0.7019 5.6087 3.9661 0.1 0.1 0.1
C 0.6335 5.3105 3.7426 0.0 0.0 0.0
N -3.0892 5.0675 3.6892 0.1 0.0 0.0
O -3.9048 4.2839 3.2513 -0.1 -0.1 0.0
O -3.3476 6.0843 4.2918 0.0 0.1 0.1
H 2.0275 3.9517 2.8498 0.0 0.0 0.0
H 0.2648 2.4515 1.9684 0.0 0.0 0.0
H -2.1254 2.9753 2.3763 -0.1 0.0 0.0
H -0.9928 6.4885 4.5197 -0.1 0.0 0.0
H 1.4000 5.9683 4.1271 0.0 0.0 0.0
C -3.6891 -1.2303 -5.5712 0.0 0.0 0.0
C -4.7428 -0.7538 -4.8029 0.0 0.0 0.0
C -4.6164 -0.6652 -3.4269 -0.1 0.0 0.0
C -3.4230 -1.0580 -2.8494 0.0 0.0 0.0
C -2.3607 -1.5393 -3.5937 0.1 0.0 0.0
C -2.5017 -1.6248 -4.9676 0.0 0.0 0.0
N -3.2880 -0.9535 -1.3918 -0.1 0.0 0.0
O -4.2329 -0.5669 -0.7530 0.0 0.0 0.0
O -2.2138 -1.2706 -0.8873 0.1 0.1 0.0
H -3.7936 -1.2956 -6.6454 0.0 0.0 0.0
H -5.6660 -0.4497 -5.2749 0.0 0.0 0.0
H -5.4266 -0.2986 -2.8153 0.0 0.0 0.1
H -1.4455 -1.8467 -3.1111 0.0 0.0 0.0
H -1.6855 -2.0001 -5.5686 0.0 0.0 0.0
```
Positions in Å, forces in eV/Å.

Computed properties:
* M: 506.3 g mol⁻¹
* orbital gap: 8.8 eV
* E_LUMO: -3.38 eV
* net charge: +1
* E_HOMO: -12.21 eV

Atom charges from the natural (NBO) analysis, given in e for atoms 1 to 6: number 1, C, carries -0.35; number 2, C, carries -0.19; number 3, C, carries -0.49; number 4, C, carries 0.29; number 5, F, carries -0.35; number 6, C, carries -0.29

***

This record from OMol25 describes a cluster of 4 separate species, C19H21BrNO13P in total in a non-equilibrium geometry. The level of theory is ωB97M-V with the def2-TZVPD basis set.

```
56
Properties=species:S:1:pos:R:3:forces:R:3
C -1.4065 1.6454 3.6934 -1.1 0.4 -0.2
C -1.0234 3.0599 3.0464 -1.8 -0.1 1.5
O 0.2228 3.0831 2.2821 0.5 -2.8 -0.3
C 0.6747 1.7906 1.9278 1.2 -2.7 -1.1
C -0.0162 0.9891 0.7639 2.4 -1.7 1.2
C 0.4919 -0.4204 0.4054 1.9 2.2 2.5
C 1.7062 -1.0250 1.1682 -1.2 2.5 0.2
C 2.4142 -0.2695 2.3098 -2.7 1.5 -2.1
C 1.9085 1.1718 2.6887 -2.3 -1.3 -3.1
P 2.8759 2.0327 4.0681 2.1 -0.7 -0.4
O 4.0627 2.9965 3.2373 -3.4 -0.5 0.2
Br 1.5784 3.4484 5.2649 0.1 -0.1 -0.8
C 1.9625 -2.4549 0.5156 2.6 0.8 2.3
O 3.0366 -3.1225 0.6627 -5.4 2.3 -1.2
N 0.7299 -2.7234 -0.2441 -0.4 -0.2 -0.8
C 0.0032 -1.4873 -0.6684 -0.6 1.6 -0.1
O -0.8052 -1.3606 -1.6150 3.1 -1.0 3.8
H -1.8316 0.9592 2.8714 0.9 0.8 1.4
H -0.5850 1.1590 4.3137 -1.0 0.6 -1.0
H -2.2971 1.8378 4.4055 1.4 -0.2 -1.1
H -0.9409 3.8080 3.9141 0.3 -1.0 -1.5
H -1.9090 3.3757 2.3905 1.8 -0.5 1.0
H -0.8853 1.4202 0.1724 1.3 -0.5 1.1
H 3.2878 -0.7441 2.8616 -1.3 0.8 -0.8
H 3.5201 3.5247 2.6006 1.0 -0.2 0.3
H 0.0238 -3.2599 0.2936 1.0 -0.2 -0.6
O -3.2790 2.8234 1.1054 0.0 0.4 -1.0
C -3.0462 3.5497 0.1793 -0.5 -0.4 0.5
O -1.9344 3.4659 -0.6002 -0.5 0.0 0.5
C -2.1341 4.3334 -1.7088 0.5 0.1 -0.8
C -3.1365 5.3184 -1.1885 -0.2 0.8 -0.3
O -3.8580 4.5619 -0.2250 0.4 -0.6 0.2
H -1.1975 4.8077 -2.0049 0.0 -0.2 0.2
H -2.5180 3.7493 -2.5500 0.0 0.0 0.1
H -2.6663 6.1705 -0.6892 0.0 -0.1 0.0
H -3.8016 5.6886 -1.9698 -0.1 -0.1 0.2
O -6.0522 -5.7256 -2.2252 0.9 0.5 0.2
C -5.0160 -5.1588 -2.0340 -1.1 -0.5 -0.2
O -4.8396 -3.8146 -2.1596 0.0 -0.6 0.0
C -3.5551 -3.5107 -1.6334 0.3 0.9 0.1
C -2.8210 -4.8110 -1.7599 0.8 -0.2 0.0
O -3.8595 -5.7757 -1.6631 -0.4 0.3 -0.1
H -3.0825 -2.7084 -2.2014 -0.2 -0.1 0.0
H -3.6662 -3.1918 -0.5926 0.0 0.0 0.0
H -2.3260 -4.9197 -2.7293 0.0 0.0 0.1
H -2.0838 -4.9528 -0.9681 -0.1 -0.2 -0.1
O 6.9222 -0.6004 -3.5408 -0.8 -0.5 0.4
C 5.9783 -1.1956 -3.1085 0.9 0.5 -0.4
O 5.8516 -2.5540 -3.1196 0.0 0.8 -0.1
C 4.7164 -2.8678 -2.3246 0.0 -1.1 0.4
C 3.9114 -1.6181 -2.3662 -1.0 0.3 0.1
O 4.8889 -0.6032 -2.5384 0.5 -0.3 -0.2
H 4.1802 -3.7229 -2.7384 0.2 0.0 0.0
H 5.0507 -3.1132 -1.3126 -0.1 0.0 -0.1
H 3.2240 -1.5926 -3.2173 0.0 0.0 0.0
H 3.3505 -1.4668 -1.4452 0.1 0.2 -0.1
```
Positions in Å, forces in eV/Å.

Computed properties:
* M: 582.2 g mol⁻¹
* orbital gap: 7.6 eV
* E_LUMO: -1.84 eV
* net charge: 0
* SMILES: CCOc1cc2c(cc1P(O)Br)C(=O)NC2=O.O=C1OCCO1.O=C1OCCO1.O=C1OCCO1
* E_HOMO: -9.46 eV

Atom charges from the natural (NBO) analysis, given in e for atoms 1 to 6: number 1, C, carries -0.67; number 2, C, carries -0.09; number 3, O, carries -0.55; number 4, C, carries 0.38; number 5, C, carries -0.22; number 6, C, carries -0.12

***

This record from OMol25 describes a cluster of 2 separate species, C19H21Cl3NO5 in total in a non-equilibrium geometry. The level of theory is ωB97M-V with the def2-TZVPD basis set.

```
49
Properties=species:S:1:pos:R:3:forces:R:3
C 0.6195 0.6709 4.5114 -0.2 0.5 0.7
C 1.4938 -0.1630 3.6329 -0.2 0.5 0.7
O 0.6830 -0.5497 2.5333 1.3 -0.6 -0.7
C 1.4401 -1.2314 1.6607 0.3 -0.3 0.1
C 0.6675 -1.7313 0.4287 -0.3 -3.4 2.3
C 1.4105 -2.9105 -0.3058 -0.6 0.9 -0.3
C 1.6199 -4.1269 0.5690 -0.2 -0.1 0.4
C 2.7109 -2.4106 -0.8608 0.5 0.1 -0.3
C -0.7670 -2.1982 0.8375 0.3 -0.1 0.7
O -1.4006 -1.6655 1.7036 -0.4 -0.1 -0.4
O -1.2110 -3.2550 0.1323 -0.2 0.2 -0.3
C -2.6382 -3.5158 0.2341 0.4 0.2 0.1
C -3.0198 -4.0737 1.5751 0.0 -0.1 0.7
O 2.6418 -1.3664 1.7948 -0.9 -0.1 0.1
H 1.2057 1.0050 5.3670 0.0 0.0 0.2
H 0.2738 1.5780 3.9998 -0.1 -0.4 0.0
H -0.2330 0.1001 4.9067 0.2 0.2 -0.3
H 2.3814 0.3890 3.3038 -0.2 -0.1 0.0
H 1.8204 -1.0693 4.1456 0.2 0.0 0.0
H 0.7402 -3.1953 -1.1263 0.2 0.1 0.1
H 0.6794 -4.5266 0.9317 -0.2 0.0 0.2
H 2.0834 -4.9404 0.0069 0.2 0.2 -0.1
H 2.2481 -3.8802 1.4246 0.1 -0.1 0.0
H 2.5232 -1.5663 -1.5150 0.1 0.2 -0.2
H 3.3509 -2.0838 -0.0376 0.1 -0.2 -0.5
H 3.1831 -3.1965 -1.4497 0.2 0.0 0.0
H -3.1511 -2.5658 0.0783 0.0 -0.1 -0.2
H -2.8494 -4.2201 -0.5716 0.1 0.2 0.0
H -4.0943 -4.2838 1.5872 0.1 -0.1 0.0
H -2.4625 -4.9902 1.8210 -0.2 0.2 -0.1
H -2.8154 -3.3172 2.3445 -0.1 -0.4 -0.2
Cl 0.3758 -0.3014 -0.3845 -0.2 2.4 -2.4
C -0.7263 1.7654 -2.0379 0.0 1.0 3.0
Cl -2.0758 0.7742 -2.2623 -0.9 -2.0 -0.1
C -1.0032 2.8169 -0.9872 0.8 0.6 -2.3
O -1.3339 2.6887 0.1787 -0.4 -0.5 -0.2
C -0.9255 4.1365 -1.6996 1.2 -0.7 -1.0
C -0.1766 4.2394 -2.9535 0.4 -0.1 0.5
C -0.1106 5.5219 -3.5368 0.0 0.6 -0.5
C -0.7803 6.6067 -2.9901 -0.3 -1.2 0.8
C -1.5342 6.3365 -1.8213 0.0 0.2 -0.2
N -1.6081 5.1645 -1.2104 0.0 0.8 0.0
C 0.5427 3.0977 -3.4815 -0.7 0.0 1.1
Cl 1.4881 3.2415 -4.9153 0.7 0.2 -0.4
C 0.3058 1.8323 -2.9623 -0.1 1.1 -1.3
H 0.4608 5.6734 -4.4594 -0.1 -0.2 0.4
H -0.7713 7.6095 -3.4057 0.1 -0.2 -0.1
H -2.0995 7.1332 -1.3500 -0.1 0.1 0.0
H 0.8379 0.9537 -3.3847 -0.9 0.5 0.0
```
Positions in Å, forces in eV/Å.

Computed properties:
* M: 449.7 g mol⁻¹
* orbital gap: 5.6 eV
* E_LUMO: 2.69 eV
* net charge: -1
* E_HOMO: -2.93 eV

Atom charges from the natural (NBO) analysis, given in e for atoms 1 to 6: number 1, C, carries -0.62; number 2, C, carries -0.07; number 3, O, carries -0.47; number 4, C, carries 0.81; number 5, C, carries -0.28; number 6, C, carries -0.22